Arrangement A

Here is a cluster of 2 separate species, FH3O3P in total from OMol25. Energies are from ωB97M-V/def2-TZVPD.

```
8
FH3O3P | OMol25 | ωB97M-V/def2-TZVPD
O 0.6126 1.6859 0.5553
O -1.1172 1.0115 -1.1002
O -0.6602 -1.9662 0.5140
F 1.3688 0.9015 -1.6918
P 0.3144 0.6487 -0.5392
H 1.1599 2.4684 0.3635
H -1.8605 0.3789 -1.3143
H -0.5625 -2.8194 0.1659
```

Output
Multiplicity: 1
Charge: +1
E_HOMO (alpha / beta): -17.419 / -16.454 eV

=====

Arrangement B

Here is a cluster of 2 separate species, FH3O3P in total from OMol25. Energies are from ωB97M-V/def2-TZVPD.

```
8
FH3O3P | OMol25 | ωB97M-V/def2-TZVPD
O 0.5704 1.4027 -0.4834
O 0.9343 -0.3622 1.1900
O 0.1186 -0.7969 -1.3631
F -2.3999 0.1383 0.3551
P 0.0801 -0.0030 -0.0553
H 0.4115 2.0027 0.2924
H 1.1068 -1.1669 1.6227
H -0.8217 -1.2148 -1.5583
```

Output
Multiplicity: 1
Charge: +1
E_HOMO (alpha / beta): -18.402 / -17.099 eV

=====

Which structure is most stable? arrangement B, by 0.197 eV over the runner-up.

=====

Arrangement A

Here is a cluster of 2 separate species, CH8N5 in total from OMol25. Energies are from ωB97M-V/def2-TZVPD.

```
14
CH8N5 | OMol25 | ωB97M-V/def2-TZVPD
C -2.6312 0.2249 0.0094
N -1.5780 0.9520 -0.0764
N -0.1967 0.1553 -0.0241
N -2.7232 -1.0789 -0.1355
N 0.6814 0.8277 0.4743
N 3.0370 -0.1681 -0.1774
H -3.3989 0.8824 -0.2545
H -1.8456 -1.5608 0.0751
H -3.6230 -1.5627 -0.0408
H 0.4991 1.7316 0.8663
H 2.2268 0.4111 0.3060
H 3.8862 0.3372 -0.0840
H 2.8591 -0.1080 -1.1745
H 2.8070 -1.0438 0.2361
```

Output
Multiplicity: 1
Charge: +1
E_HOMO: -13.157 eV

=====

Arrangement B

Here is a cluster of 3 separate species, CH8N5 in total from OMol25. Energies are from ωB97M-V/def2-TZVPD.

```
14
CH8N5 | OMol25 | ωB97M-V/def2-TZVPD
C -2.7275 -0.0290 0.2905
N -1.6267 -0.0765 0.8837
N 0.3237 -0.0145 -0.3171
N -3.2849 0.1335 -0.9255
N 0.9718 -0.2860 0.6612
N 3.3871 0.1490 -0.0553
H -3.4927 -0.1251 1.0997
H -2.7559 0.3529 -1.7469
H -4.2316 -0.2628 -1.0281
H 0.5310 -0.4012 1.5300
H 2.1502 -0.1862 0.5521
H 3.3523 1.1749 -0.3057
H 3.1469 -0.3502 -0.9558
H 4.2562 -0.0788 0.3173
```

Output
Multiplicity: 1
Charge: +1
E_HOMO (alpha / beta): -13.374 / -13.617 eV

=====

Arrangement C

Here is a cluster of 2 separate species, CH8N5 in total from OMol25. Energies are from ωB97M-V/def2-TZVPD.

```
14
CH8N5 | OMol25 | ωB97M-V/def2-TZVPD
C -0.2065 -0.3121 0.9176
N 0.7890 0.7690 0.7718
N -1.0403 -0.6858 -0.0685
N 1.7576 0.3762 -0.1249
N 1.5821 -0.5740 -0.7809
N -2.0891 0.0356 -0.6928
H 0.4867 -1.0835 1.0352
H -0.7721 -0.1504 1.8039
H 1.0941 1.3473 1.5278
H -0.5656 -1.2740 -0.8451
H 2.5480 1.0095 -0.3281
H 2.4796 -0.9580 -3.0247
H -2.4132 0.7497 0.0153
H -2.8182 -0.4381 -1.1998
```

Output
Multiplicity: 1
Charge: +1
E_HOMO (alpha / beta): -13.798 / -12.526 eV

=====

Which structure is most stable? arrangement A, by 1.689 eV over the runner-up.

=====

Arrangement A

Here is a cluster of 2 separate species, C4H6 in total from OMol25. Energies are from ωB97M-V/def2-TZVPD.

```
10
C4H6 | OMol25 | ωB97M-V/def2-TZVPD
C 0.9568 -0.0650 2.7760
C 0.7328 0.7680 1.8645
C 0.1397 -0.4061 -1.4227
C -1.0832 -0.0263 -1.4825
H 0.9996 -1.0294 3.3270
H 0.5272 1.3549 1.0475
H 0.8572 0.0597 -0.7997
H 0.3694 -1.0919 -2.3381
H -1.5703 0.6965 -0.7713
H -1.9290 -0.2605 -2.2008
```

Output
Multiplicity: 1
E_HOMO: -10.424 eV
SMILES: C#C.C=C

=====

Arrangement B

Here is the molecule C4H6 from OMol25. Energies are from ωB97M-V/def2-TZVPD.

```
10
C4H6 | OMol25 | ωB97M-V/def2-TZVPD
C 1.7177 -0.0525 -0.6449
C 0.6165 -0.4892 0.0023
C -0.6651 0.2931 -0.0433
C -1.7582 0.0126 0.6531
H 2.7478 -0.4938 -0.5423
H 1.7486 0.8501 -1.2461
H 0.7869 -1.2797 0.7569
H -0.5946 1.1603 -0.7716
H -1.9946 -0.7779 1.3702
H -2.6050 0.7770 0.4658
```

Output
Multiplicity: 1
E_HOMO: -9.024 eV
SMILES: C=CC=C

=====

Arrangement C

Here is the molecule C4H6 from OMol25. Energies are from ωB97M-V/def2-TZVPD.

```
10
C4H6 | OMol25 | ωB97M-V/def2-TZVPD
C 0.9196 1.0784 0.1747
C -0.4019 0.4787 -0.1823
C -0.7502 -0.8364 0.0667
C -0.8599 -1.9676 0.7311
H 1.4211 1.5781 -0.6537
H 1.6052 0.3294 0.5642
H 0.7635 1.8563 0.9274
H -1.0889 1.1015 -0.7564
H -0.9364 -0.7574 -1.0826
H -0.6727 -2.9032 0.1931
```

Output
Multiplicity: 1
E_HOMO (alpha / beta): -7.869 / -7.872 eV

=====

Arrangement D

Here is the molecule C4H6 from OMol25. Energies are from ωB97M-V/def2-TZVPD.

```
10
C4H6 | OMol25 | ωB97M-V/def2-TZVPD
C -2.0205 0.0904 -0.1825
C 0.8857 -0.9608 -0.1398
C -0.7780 -0.5148 0.1143
C 1.7244 0.2427 -0.0831
H -2.2013 0.5899 -1.1193
H -0.7917 -1.0194 1.0927
H -2.8084 0.0413 0.5411
H 2.3575 0.1655 0.8042
H 1.2187 1.2065 -0.0988
H 2.4136 0.1585 -0.9287
```

Output
Multiplicity: 1
E_HOMO: -8.778 eV

=====

Which structure is most stable? arrangement B, by 2.428 eV over the runner-up.

=====

Arrangement A

Here is the molecule C6H8N4O from OMol25. Energies are from ωB97M-V/def2-TZVPD.

```
19
C6H8N4O | OMol25 | ωB97M-V/def2-TZVPD
C 1.7890 2.1842 0.4173
C 1.1052 1.1903 0.4426
C -0.7885 -1.4988 -1.0035
C 0.0782 -1.8463 -2.1934
C 2.5506 3.3716 0.6531
C -2.4402 -0.5433 1.2675
N 0.6075 0.0877 0.0317
N -1.6478 0.0807 0.5295
N -0.5298 -0.4491 -0.1105
N -0.2631 -3.0223 -2.7779
O 0.9210 -1.1098 -2.6478
H -1.7728 -1.8010 -1.1200
H 3.5647 3.2738 0.1637
H 2.6041 3.2870 1.8261
H 2.1418 4.4109 0.4142
H -2.4370 -1.6471 1.3395
H -3.3209 0.0458 1.6461
H -0.3922 -3.9352 -2.3330
H 0.4549 -3.2334 -3.4857
```

Output
Multiplicity: 1
E_HOMO (alpha / beta): -7.377 / -7.386 eV

=====

Arrangement B

Here is a cluster of 2 separate species, C6H8N4O in total from OMol25. Energies are from ωB97M-V/def2-TZVPD.

```
19
C6H8N4O | OMol25 | ωB97M-V/def2-TZVPD
C -1.8942 -1.1931 -2.5514
C -2.7057 -1.2649 -1.4831
C -1.6276 0.5774 -1.4453
C 1.0907 -0.1776 -0.7046
C 1.9556 1.1315 2.3964
C 2.0633 -0.1571 3.1123
H -1.7434 -1.9096 -3.3515
H -3.4196 -1.9869 -1.1039
H -1.3484 1.5391 -1.0382
H 0.0024 -0.1632 -0.6542
H 1.5985 -0.6498 -1.4977
H 0.2140 0.7530 1.3472
H 1.5034 1.8734 3.0714
H 2.9659 1.4710 2.1389
N -1.1948 0.0112 -2.5165
N 1.8070 0.3783 0.1824
N 1.1687 1.0641 1.1804
N 2.1100 -1.1764 3.6719
O -2.5456 -0.1205 -0.7544
```

Output
Multiplicity: 1
E_HOMO: -9.422 eV
SMILES: C=NNCC#N.c1cocn1

=====

Arrangement C

Here is the molecule C6H8N4O from OMol25. Energies are from ωB97M-V/def2-TZVPD.

```
19
C6H8N4O | OMol25 | ωB97M-V/def2-TZVPD
C -0.8086 -1.0321 0.3029
C -2.1063 -0.5904 0.3614
C 2.7171 -0.3660 -0.3734
C 2.7388 0.9439 -0.2529
C 0.3886 -0.3912 0.1913
C 0.4280 1.0586 0.3450
N 1.6093 -1.0660 -0.0961
N -2.6438 0.5549 -0.1420
N -2.3205 1.4200 -1.0903
N -0.5248 1.7472 0.8054
O 1.6227 1.6892 0.1121
H -0.7936 -2.0435 0.3867
H -2.6649 -1.3498 0.9217
H 3.5566 -0.8461 -0.6736
H 3.7018 1.4140 -0.4869
H 1.5887 -1.9418 0.4189
H -3.5700 0.6035 0.2521
H -0.5287 2.7139 1.0115
H -1.3712 1.1259 -1.3145
```

Output
Multiplicity: 1
E_HOMO (alpha / beta): -6.824 / -6.998 eV

=====

Which structure is most stable? arrangement B, by 1.820 eV over the runner-up.

=====

Arrangement A

Here is a cluster of 11 separate species, C4H32N2O10 in total from OMol25. Energies are from ωB97M-V/def2-TZVPD.

```
48
C4H32N2O10 | OMol25 | ωB97M-V/def2-TZVPD
N -1.7519 -0.3673 1.5035
C -2.1263 0.9347 0.8471
C -1.7974 0.6766 -0.6273
N -0.3281 0.6077 -0.9725
C -0.2827 0.0982 -2.3597
C 1.0485 -0.5710 -2.7117
H -0.8133 -0.1611 1.8523
H -2.3044 -0.4280 2.3545
H -3.2096 1.0205 0.8884
H -1.6645 1.7887 1.3257
H -2.1926 1.4176 -1.3203
H -2.2301 -0.2364 -1.0299
H 0.2372 -0.0212 -0.4071
H -0.3651 1.0486 -2.9271
H -1.1136 -0.5847 -2.5993
H 1.5188 -0.2152 -3.6310
H 1.7340 -0.3793 -1.8707
H 1.0844 -1.6415 -2.8513
H 2.2218 -1.0158 1.2026
H 3.2228 -0.1089 1.3629
O 2.9638 -0.9258 1.8360
H 0.4854 -3.5169 -0.6656
H -0.0910 -4.3841 -1.7762
O 0.1506 -3.4742 -1.5772
H 2.0781 1.1786 3.4115
H 2.2149 -0.1950 3.6639
O 1.5880 0.5169 3.9360
H -0.0643 1.6550 4.0491
H -0.4809 2.3621 2.6932
O -0.7681 2.0933 3.5718
H 3.3665 2.8581 1.3825
H 2.3112 2.4350 0.4410
O 2.9672 2.0553 1.0434
H -0.3089 2.7405 -0.3264
H 0.1427 4.2413 -0.1182
O 0.2774 3.3372 0.1642
H -4.0774 -0.7354 -2.1217
H -3.2516 -1.9892 -1.5417
O -3.5118 -1.4785 -2.3394
H 0.4855 -2.0918 1.5547
H 1.5769 -3.2259 1.6454
O 1.0444 -2.6924 1.0600
H -1.5486 -3.0997 -1.1695
H -1.8495 -2.2048 0.1159
O -2.2125 -2.8773 -0.4798
H 1.8143 1.6563 -2.9023
H 1.5763 1.8655 -1.4453
O 2.2337 2.0333 -2.1341
```

Output
Multiplicity: 1
E_HOMO: -9.507 eV
SMILES: CCNCCN.O.O.O.O.O.O.O.O.O.O

=====

Arrangement B

Here is a cluster of 11 separate species, C4H32N2O10 in total from OMol25. Energies are from ωB97M-V/def2-TZVPD.

```
48
C4H32N2O10 | OMol25 | ωB97M-V/def2-TZVPD
C -1.3459 2.1551 -2.2486
N -0.5876 1.7111 -1.0658
C -1.9643 2.7400 0.7856
C -1.4683 1.4485 0.0991
C -2.6577 0.5232 -0.2209
N -2.1149 -0.8077 -0.4761
H -2.1418 1.4819 -2.5303
H -1.6061 3.2153 -2.1723
H -0.6619 2.1009 -3.1053
H 0.0150 2.4229 -0.6756
H -2.4814 2.6664 1.7438
H -2.5681 3.2425 0.0470
H -1.1016 3.3518 1.0904
H -0.8092 0.9313 0.8259
H -3.3466 0.5429 0.6346
H -3.1573 0.8912 -1.1050
H -2.7858 -1.5652 -0.4981
H -1.4155 -1.0729 0.2178
H 2.3046 0.7077 2.4175
H 1.7915 1.4235 3.6839
O 2.4067 1.5153 2.9428
H -2.0889 0.3713 2.8497
H -1.9812 -1.0691 3.2370
O -2.1113 -0.2025 3.6162
H 0.0921 -0.1513 -2.3227
H -1.1723 -0.6721 -1.9149
O -0.5441 -0.7922 -2.7024
H 2.1839 0.7033 -0.5967
H 1.8630 0.7020 -1.9250
O 2.0652 0.0061 -1.2872
H 2.8986 -1.8390 2.2194
H 3.0037 -1.1800 0.7804
O 2.9756 -1.0149 1.7379
H 1.7646 -2.3317 -3.0631
H 0.3041 -2.0388 -2.5314
O 1.1723 -2.5624 -2.3361
H 2.0840 -2.7363 -0.9768
H 3.4398 -2.3118 -0.5455
O 2.6636 -2.7269 -0.1649
H -0.2013 -4.6696 0.2668
H 0.7344 -3.7055 -0.3862
O 0.4240 -3.9490 0.4986
H 2.2409 3.2553 0.0507
H 1.9626 2.1834 1.0910
O 1.7642 2.4159 0.1527
H 0.4466 -1.1843 0.9549
H -0.1247 -2.5343 1.3148
O -0.1633 -1.5913 1.5924
```

Output
Multiplicity: 1
E_HOMO: -9.058 eV
SMILES: CN[C@@H](C)CN.O.O.O.O.O.O.O.O.O.O

=====

Which structure is most stable? arrangement B, by 0.394 eV over the runner-up.